C31H66FN3O16P2Si | the ωB97M-V functional and the def2-TZVPD basis

Structure (XYZ):
```
120
Properties=species:S:1:pos:R:3:forces:R:3
C 9.300051 5.097141 3.430038 0.06 -0.05 0.04
C 8.805417 3.770006 4.022968 -0.01 0.19 0.47
O 9.907542 2.942187 4.405056 -0.26 -0.11 -0.21
C 7.864351 3.005621 3.091500 0.18 0.97 -0.49
N 6.520052 3.585247 3.220449 -0.15 -0.78 -0.12
C 5.588857 2.714610 3.956861 -0.30 0.96 -0.23
C 4.194894 3.144445 3.517655 0.38 0.96 0.46
O 3.192338 2.568464 4.337958 0.00 0.84 -0.39
C 1.881351 2.568019 3.780696 0.12 -2.42 -0.36
C 1.470150 3.695304 2.850883 0.47 1.05 0.12
C 1.711336 5.153895 3.331238 -0.27 -0.29 0.05
C 1.924662 5.391313 4.834752 0.35 1.63 -0.23
C 2.910822 6.571801 4.983335 0.39 -1.70 -0.17
O 3.376855 6.686266 6.341174 0.09 0.49 -0.12
C 4.669072 6.303371 6.478992 1.01 0.63 0.64
O 5.510988 6.994168 6.991594 -0.88 -0.56 -0.22
C 1.845982 1.218367 2.983285 0.42 -1.12 -0.10
O 2.413949 1.216738 1.677514 -0.63 1.09 0.13
N 2.552802 -0.138705 1.229923 0.51 -0.10 0.34
O 3.673685 -0.360280 1.028652 -0.13 -0.09 -0.43
C 0.523367 0.512475 3.269641 -0.34 0.96 -0.48
O -0.196870 -0.101539 2.533007 0.56 0.19 0.71
N 0.301639 0.801509 4.676467 0.52 -0.36 -1.34
C 0.947746 2.109483 4.981039 -1.20 -0.13 1.07
F 1.696473 1.834321 6.115429 0.40 0.33 -0.19
C -0.211006 2.972357 5.479147 -0.48 0.10 -0.14
C -1.297708 3.298858 4.441027 0.22 0.51 0.84
O -1.198933 4.688577 4.103279 -0.57 -0.46 -0.78
Si -2.437030 5.233424 3.105996 -0.31 1.20 -0.29
C -1.962654 7.007672 2.646510 0.60 -0.86 0.64
C -2.606085 4.286786 1.481953 0.16 0.31 0.25
C -4.083232 5.387615 4.025244 0.94 -0.29 -0.33
H 8.665714 5.937205 3.714854 -0.16 -0.10 -0.17
H 9.373051 5.043205 2.341831 0.02 0.07 0.03
H 10.296000 5.319587 3.818114 -0.02 -0.06 0.00
H 8.219382 4.021760 4.916918 0.03 -0.18 0.01
H 10.214456 3.289734 5.244637 0.23 -0.07 0.05
H 8.189491 3.202430 2.064395 0.11 -0.27 0.04
H 7.895018 1.924363 3.246927 0.00 0.05 0.25
H 6.129016 3.757296 2.303553 0.13 -0.06 -0.10
H 5.762708 1.651244 3.765551 -0.01 -0.02 0.19
H 5.695232 2.982458 5.011200 -0.02 -0.61 0.14
H 4.172421 4.231716 3.681581 -0.01 -0.04 -0.18
H 4.065202 2.997111 2.442041 -0.16 -0.45 0.10
H 0.436683 3.601912 2.519146 -0.04 -0.34 0.31
H 2.052614 3.572907 1.935427 -0.05 -0.16 0.04
H 2.552388 5.571318 2.769022 0.08 -0.14 0.10
H 0.845556 5.739802 3.025198 0.05 0.00 0.00
H 2.372351 4.570687 5.392879 -0.29 -0.20 -0.11
H 0.992790 5.749024 5.271618 -0.08 -0.58 0.26
H 3.786080 6.298285 4.380128 -0.09 0.42 -0.21
H 2.502479 7.514529 4.626113 0.07 0.12 0.27
H 4.929525 5.284603 6.130741 -0.39 0.14 -0.25
H 2.554410 0.608338 3.565525 -0.20 0.04 0.22
H 0.879878 0.102127 5.143202 -0.44 -0.07 0.46
H 0.095777 3.878561 5.997205 0.21 0.09 -0.33
H -0.705806 2.375654 6.246883 0.30 -0.23 -0.02
H -2.275629 3.139337 4.908220 0.04 -0.17 -0.06
H -1.251275 2.647226 3.562297 0.07 0.08 -0.01
H -2.033055 7.643293 3.531864 -0.23 0.18 -0.19
H -0.894201 6.969064 2.404694 -0.11 0.19 -0.30
H -2.529462 7.388513 1.799945 -0.01 0.13 0.08
H -3.667736 4.186192 1.245750 0.06 -0.33 0.04
H -2.190546 4.914014 0.687782 0.12 -0.07 0.06
H -2.090273 3.326623 1.447750 -0.25 -0.10 -0.05
H -4.465065 4.436055 4.393337 -0.22 0.12 0.03
H -3.902507 6.083609 4.846365 -0.22 -0.08 0.09
H -4.768520 5.845153 3.308505 -0.18 -0.09 0.16
C -2.380515 -2.900576 -5.168320 0.14 0.05 -0.06
C -2.439814 -2.624469 -3.677611 -0.28 0.11 -0.14
O -1.311227 -3.159179 -2.983950 0.49 0.46 -0.74
P 0.156502 -2.472368 -3.220965 -0.66 -4.05 5.17
O 0.050612 -1.136945 -2.568732 0.52 0.90 -3.24
O 1.041969 -3.262054 -2.091760 0.12 0.07 -0.72
C 1.711615 -2.587201 -1.027655 -0.02 0.01 0.44
C 0.869733 -2.602361 0.229926 -0.29 -0.37 -0.04
O 0.607084 -3.515724 -4.395890 -0.33 2.43 -0.56
C 1.649223 -4.496266 -4.288627 0.64 -0.27 -0.27
C 1.128357 -5.777961 -3.678528 -0.38 -0.03 0.11
H -1.548390 -2.365748 -5.635258 -0.05 0.01 -0.01
H -3.303428 -2.582014 -5.655546 -0.01 0.00 0.04
H -2.227029 -3.963103 -5.357438 -0.03 -0.01 0.02
H -2.515946 -1.550324 -3.485203 0.03 -0.02 0.04
H -3.322816 -3.100442 -3.250476 0.10 -0.05 0.12
H 1.988867 -1.573928 -1.314757 -0.19 0.04 -0.08
H 2.644001 -3.129483 -0.847873 -0.04 -0.10 -0.13
H -0.125734 -2.195018 0.052912 0.09 0.17 -0.08
H 1.340453 -2.028693 1.017349 -0.04 -0.03 0.07
H 0.731771 -3.627773 0.580287 0.06 -0.02 -0.04
H 2.513573 -4.104429 -3.758042 -0.15 0.08 0.19
H 1.983933 -4.701224 -5.308155 -0.17 0.20 -0.06
H 0.660169 -5.609384 -2.711098 0.14 0.12 0.05
H 1.941885 -6.493148 -3.549524 0.03 0.03 -0.08
H 0.367274 -6.222984 -4.321936 0.09 -0.02 -0.08
C -8.677140 -6.347670 -9.151356 0.16 0.02 -0.03
C -8.762168 -6.064914 -7.662625 -0.28 0.13 -0.14
O -7.657081 -6.615480 -6.943868 0.51 0.47 -0.73
P -6.174052 -5.953228 -7.153184 -0.82 -4.02 5.13
O -6.271288 -4.613862 -6.507205 0.60 0.88 -3.22
O -5.324814 -6.752430 -6.001534 0.14 0.05 -0.70
C -4.668902 -6.081500 -4.928644 -0.01 0.02 0.43
C -5.541293 -6.081162 -3.690817 -0.16 -0.06 0.04
O -5.714952 -7.005831 -8.313803 -0.28 2.44 -0.56
C -4.689247 -8.002063 -8.182976 0.65 -0.29 -0.26
C -5.240887 -9.274312 -7.580524 -0.39 -0.02 0.10
H -7.827031 -5.828130 -9.602516 -0.05 0.02 -0.02
H -9.583942 -6.014654 -9.657689 0.00 0.02 0.04
H -8.538339 -7.412845 -9.334618 -0.05 -0.02 0.02
H -8.823927 -4.988817 -7.475344 0.03 -0.02 0.04
H -9.660863 -6.524492 -7.251922 0.10 -0.05 0.13
H -4.371834 -5.074499 -5.214574 -0.19 0.04 -0.07
H -3.748662 -6.634233 -4.720001 -0.04 -0.11 -0.15
H -6.526013 -5.662593 -3.899481 0.08 0.14 -0.08
H -5.077291 -5.503579 -2.889570 0.02 -0.02 0.00
H -5.698566 -7.102290 -3.339628 0.06 0.01 0.02
H -3.830057 -7.621263 -7.636165 -0.15 0.08 0.18
H -4.337298 -8.214486 -9.194946 -0.17 0.20 -0.06
H -5.725878 -9.096729 -6.623096 0.14 0.11 0.05
H -4.440493 -10.000678 -7.433644 0.04 0.03 -0.08
H -5.995113 -9.709913 -8.237861 0.09 -0.03 -0.08
```
Positions in Å, forces in eV/Å.

Properties
strongest force on any atom: 6.597 eV Å⁻¹
SMILES: C[C@H](O)CNCCO[C@@]1(CCCCOC=O)[C@H](ON=O)C(=O)N[C@]1(F)CCO[Si](C)(C)C.CCOP(=O)(OCC)OCC.CCOP(=O)(OCC)OCC
total energy: -99619.053 eV
multiplicity: 1
molar mass: 845.91 g mol⁻¹